{"formula": "C5H4ClN2O", "method": "ωB97M-V/def2-TZVPD", "energy_ev": -22795.006, "lumo_energy_ev": [3.701, 3.701], "orbital_gap_ev": [7.4, 7.4], "relative_energy_ev": 3.393, "homo_energy_ev": [-3.7, -3.7], "max_force_ev_per_a": 4.61, "total_charge": -1, "species": ["C", "C", "C", "C", "C", "N", "N", "O", "Cl", "H", "H", "H", "H"], "coordinates": [[1.45819, -0.39475, 0.45519], [1.20077, 1.00110, 0.29444], [-1.05497, 0.61439, -0.43451], [-1.97445, 0.44063, 0.58320], [0.56201, -1.32059, 0.11672], [0.05254, -2.29753, -0.49586], [0.06258, 1.46936, -0.13564], [-0.10248, 2.73840, -0.29339], [-3.14751, -0.86041, 0.06131], [2.45248, -0.50399, 0.83196], [2.15334, 1.71416, 0.42320], [-1.00281, 0.19369, -1.35028], [-0.65970, -2.79446, -0.05635]], "forces_ev_per_angstrom": [[-1.0, 0.2, -0.3], [1.6, 1.6, -0.2], [-1.4, 0.5, 4.4], [1.5, 0.2, -1.1], [0.2, -2.4, -1.3], [2.7, 2.8, 0.4], [0.7, 1.9, 0.3], [0.0, 0.0, -0.1], [-0.1, 0.0, -0.2], [0.2, -1.2, 0.3], [-2.8, -1.3, -0.3], [0.1, -1.4, -2.9], [-1.7, -0.8, 1.1]], "lowdin_charge": [-0.12, -0.12, -0.35, -0.50, -0.17, 0.13, -0.30, -0.15, 0.29, 0.08, 0.16, 0.05, 0.01]}